[1]
Below is a cluster of 2 separate species, C3H7N3O in total, with properties calculated with ωB97M-V/def2-TZVPD.

Values from the calculation:
LUMO energy = 0.0299 hartree
Energy = -357.9005 Eh
HOMO level = -9.454 eV
Kohn-Sham gap = 10.3 eV

```
! wB97M-V def2-TZVPD RIJCOSX def2/J DEFGRID3
* xyz 0 1
C -0.250 -1.150 -1.969
C -1.350 -0.345 -1.366
C 1.507 0.209 1.891
N -0.746 2.420 0.567
N -0.151 1.654 1.143
N 0.201 0.662 1.736
O 0.839 -1.230 -1.556
H -0.552 -1.900 -2.751
H -1.962 -0.955 -0.731
H -2.008 0.053 -2.193
H -1.202 0.433 -0.641
H 2.258 0.929 1.408
H 1.839 0.001 3.004
H 1.577 -0.780 1.459
*
```

Mulliken population analysis, charges in e, atoms 1 to 4:
1 C 0.130
2 C -0.531
3 C -0.590
4 N -0.582

[2]
Below is the molecule C3H7N3O, with properties calculated with ωB97M-V/def2-TZVPD.

Values from the calculation:
LUMO energy = 0.0253 hartree
Energy = -357.9541 Eh
HOMO level = -7.832 eV
Structure (SMILES) = C=N/C([NH3+])=C(\N)[O-]
Kohn-Sham gap = 8.5 eV

```
! wB97M-V def2-TZVPD RIJCOSX def2/J DEFGRID3
* xyz 0 1
C 1.870 0.807 -0.484
N 0.515 0.847 -0.612
C -0.102 -0.213 -0.170
N 0.737 -1.095 0.587
C -1.516 -0.257 0.224
N -2.309 0.674 -0.362
O -1.908 -1.099 1.033
H 2.412 -0.049 -0.903
H 2.381 1.750 -0.666
H 1.613 -0.272 0.762
H 0.173 -1.521 1.335
H 1.222 -1.825 0.065
H -1.856 1.445 -0.832
H -3.230 0.807 0.024
*
```

Mulliken population analysis, charges in e, atoms 1 to 4:
1 C -0.881
2 N -0.413
3 C 0.282
4 N -0.342

[3]
Below is the molecule C3H7N3O, with properties calculated with ωB97M-V/def2-TZVPD.

Values from the calculation:
LUMO energy (alpha / beta) = 0.0331 / 0.0331 hartree
Energy = -357.8227 Eh
HOMO level (alpha / beta) = -8.079 / -8.079 eV
Kohn-Sham gap (alpha / beta) = 9.0 / 9.0 eV

```
! wB97M-V def2-TZVPD RIJCOSX def2/J DEFGRID3
* xyz 0 1
C 1.907 0.780 -0.064
C 2.026 -0.758 -0.053
C -2.464 0.324 0.159
N 0.760 1.232 0.229
N -0.272 -0.411 0.457
N -1.342 -0.413 -0.342
O 0.709 -1.238 -0.099
H 2.899 1.333 -0.018
H 2.629 -1.196 -0.819
H 2.450 -0.989 1.040
H -2.087 1.259 0.480
H -3.107 0.561 -0.629
H -3.034 -0.141 1.043
H -1.074 -0.343 -1.383
*
```

Mulliken population analysis, charges in e, atoms 1 to 4:
1 C -0.023
2 C -0.261
3 C -0.785
4 N -0.453

[4]
Below is the molecule C3H7N3O, with properties calculated with ωB97M-V/def2-TZVPD.

Values from the calculation:
LUMO energy = 0.0155 hartree
Energy = -357.9231 Eh
HOMO level = -7.260 eV
Kohn-Sham gap = 7.7 eV

```
! wB97M-V def2-TZVPD RIJCOSX def2/J DEFGRID3
* xyz 0 1
C 2.361 -0.607 0.274
N 1.517 0.694 0.246
C 0.238 0.741 -0.495
O 0.128 1.451 -1.464
N -0.714 -0.084 0.015
C -1.988 -0.177 -0.552
N -2.839 -0.968 -0.057
H 2.275 -0.979 -0.758
H 1.771 -1.281 0.917
H 2.085 1.424 -0.188
H 1.379 0.966 1.220
H -0.465 -0.762 0.725
H -2.113 0.491 -1.406
H -3.712 -0.915 -0.578
*
```

Mulliken population analysis, charges in e, atoms 1 to 4:
1 C -0.769
2 N -0.185
3 C 0.439
4 O -0.550

[5]
Below is a cluster of 2 separate species, C3H7N3O in total, with properties calculated with ωB97M-V/def2-TZVPD.

Values from the calculation:
LUMO energy = 0.0282 hartree
Energy = -357.9728 Eh
HOMO level = -9.300 eV
Structure (SMILES) = [H]/N=C(/C)O.N#CN
Kohn-Sham gap = 10.1 eV

```
! wB97M-V def2-TZVPD RIJCOSX def2/J DEFGRID3
* xyz 0 1
H -0.888 -1.237 1.200
N -0.110 -0.594 1.027
C 0.556 -1.011 -0.009
C 1.846 -0.439 -0.484
O -0.013 -1.959 -0.749
H 1.879 -0.398 -1.574
H 2.663 -1.068 -0.111
H 1.969 0.580 -0.118
H 0.446 -2.078 -1.596
N -0.806 1.269 -1.153
C -1.149 1.251 -0.019
N -1.923 1.790 0.965
H -2.661 2.439 0.698
H -1.810 1.455 1.923
*
```

Mulliken population analysis, charges in e, atoms 1 to 4:
1 H 0.257
2 N -0.739
3 C 0.683
4 C -1.090

[6]
Below is the ion C3H7N3O with charge +2, with properties calculated with ωB97M-V/def2-TZVPD.

Values from the calculation:
LUMO energy (alpha / beta) = -0.3790 / -0.4302 hartree
Energy = -357.1430 Eh
HOMO level (alpha / beta) = -20.376 / -19.156 eV
Kohn-Sham gap (alpha / beta) = 10.1 / 7.5 eV

```
! wB97M-V def2-TZVPD RIJCOSX def2/J DEFGRID3
* xyz 2 1
C -0.043 0.192 1.162
C -0.435 -0.325 -1.982
C 0.996 -0.183 -0.063
N -1.092 0.719 0.780
N 0.494 -0.072 2.336
N -0.965 -0.823 -3.022
O 0.578 -0.015 -1.351
H 1.819 0.681 0.219
H 1.437 -1.191 0.101
H -2.039 0.764 0.521
H 1.289 -0.543 2.526
H 0.012 0.375 3.075
H -1.944 -1.096 -3.193
H -0.415 -1.110 -3.842
*
```

Mulliken population analysis, charges in e, atoms 1 to 4:
1 C 0.594
2 C 0.448
3 C -0.444
4 N -0.220

[7]
Below is the molecule C3H7N3O2, with properties calculated with ωB97M-V/def2-TZVPD.

Values from the calculation:
LUMO energy = -0.0105 hartree
Energy = -433.0492 Eh
HOMO level = -9.511 eV
Structure (SMILES) = CN/C(=N\C=O)NO
Kohn-Sham gap = 9.2 eV

```
! wB97M-V def2-TZVPD RIJCOSX def2/J DEFGRID3
* xyz 0 1
C -1.490 -0.340 -0.364
N -0.131 -0.756 -0.018
C 0.830 0.196 0.083
N 0.922 1.269 -0.446
C 0.063 1.440 -1.590
O -0.406 2.459 -2.124
N 1.898 -0.386 0.883
O 1.025 -0.846 2.159
H -1.767 -0.371 -1.591
H -2.220 -1.024 0.343
H -1.825 0.665 0.264
H 0.121 -1.452 0.739
H -0.494 0.628 -2.102
H 2.189 0.500 1.299
H 1.286 -1.981 2.464
*
```

Mulliken population analysis, charges in e, atoms 1 to 4:
1 C -0.956
2 N -0.178
3 C 0.471
4 N -0.468

[8]
Below is the molecule C3H7N3O2, with properties calculated with ωB97M-V/def2-TZVPD.

Values from the calculation:
LUMO energy = 0.0279 hartree
Energy = -433.2254 Eh
HOMO level = -8.398 eV
Structure (SMILES) = NC(=O)NNCC=O
Kohn-Sham gap = 9.2 eV

```
! wB97M-V def2-TZVPD RIJCOSX def2/J DEFGRID3
* xyz 0 1
N 2.914 -0.372 0.122
C 1.654 0.127 -0.040
O 1.494 1.272 -0.412
N 0.636 -0.814 0.018
N -0.546 -0.414 -0.569
C -1.287 0.585 0.160
C -2.759 0.499 0.071
O -3.311 -0.587 -0.105
H 3.090 -1.263 0.583
H 3.631 0.322 0.063
H 0.942 -1.715 -0.337
H -1.158 -1.195 -0.825
H -0.955 0.623 1.252
H -0.984 1.542 -0.257
H -3.361 1.391 0.277
*
```

Mulliken population analysis, charges in e, atoms 1 to 4:
1 N -0.420
2 C 0.523
3 O -0.580
4 N -0.323

| no. | largest force on an atom (eV/A) |
| --- | --- |
| 1 | 3.8 |
| 2 | 0.3 |
| 3 | 3.9 |
| 4 | 0.5 |
| 5 | 4.3 |
| 6 | 4.9 |
| 7 | 7.6 |
| 8 | 3.2 |